# C20H56BO28

A cluster of 13 separate species, C20H56BO28 in total in a non-equilibrium geometry (ωB97M-V with the def2-TZVPD basis set, the OMol25 dataset).

Structure (XYZ):
```
105
Properties=species:S:1:pos:R:3:forces:R:3
O 19.553 12.297 -9.872 -0.91 0.13 -1.02
C 18.634 12.647 -10.594 2.04 0.11 0.46
O 17.477 13.038 -10.190 -1.98 0.50 1.02
B 16.513 13.365 -11.293 0.62 -0.44 -0.43
O 17.467 13.346 -12.464 0.07 0.16 -0.25
C 18.670 12.836 -12.139 -1.77 -0.28 1.17
O 19.544 12.485 -12.856 0.62 0.17 -0.87
O 15.738 14.601 -11.088 -2.84 0.04 -0.06
C 14.350 14.328 -11.036 -1.31 2.06 1.78
O 13.375 15.119 -10.838 4.87 -3.15 -1.19
C 14.210 12.740 -11.072 1.41 0.28 -1.72
O 15.505 12.316 -11.448 -2.88 -0.29 1.11
O 13.185 12.107 -10.976 2.07 0.72 0.03
O 26.026 10.368 -14.004 0.13 -0.17 0.15
H 26.369 10.512 -14.886 0.09 0.03 -0.22
H 25.286 10.971 -13.933 -0.23 0.15 0.06
O 16.872 15.049 -5.571 -0.23 0.21 0.14
H 16.987 14.476 -6.329 0.01 -0.14 -0.30
H 17.576 14.799 -4.972 0.22 -0.05 0.15
O 21.171 12.928 -18.786 0.25 0.08 -0.13
H 20.895 12.354 -18.072 -0.04 -0.19 0.24
H 20.363 13.344 -19.086 -0.19 0.11 -0.07
O 21.419 7.239 -7.738 0.13 -0.20 0.18
H 21.622 8.163 -7.881 0.05 0.26 -0.05
H 20.664 7.070 -8.302 -0.19 -0.04 -0.14
C 19.291 20.220 -13.664 0.34 1.48 0.69
C 19.716 19.077 -12.736 -0.51 0.20 -0.92
O 20.901 19.446 -12.056 -0.41 -0.29 0.21
O 19.177 21.528 -12.974 0.04 -1.38 -0.36
H 18.352 20.091 -14.203 0.00 -0.65 0.16
H 20.089 20.354 -14.394 0.07 -0.26 -0.15
H 19.900 18.210 -13.371 0.20 -0.08 -0.44
H 18.936 18.686 -12.083 -0.20 0.67 0.41
H 20.891 18.875 -11.285 0.47 0.14 0.23
H 19.500 22.158 -13.621 -0.03 0.16 0.18
C 21.344 12.167 -2.192 -2.50 0.03 -0.83
C 22.011 13.231 -3.023 0.49 -0.25 0.04
O 21.259 13.648 -4.152 0.00 -0.07 0.30
O 22.175 11.702 -1.245 3.36 -0.52 2.55
H 21.112 11.288 -2.793 -0.86 0.36 -0.75
H 20.489 12.590 -1.664 -0.75 -0.01 -0.61
H 22.962 12.754 -3.256 0.37 0.46 -0.49
H 22.194 14.115 -2.412 0.08 -0.01 -0.01
H 21.507 13.151 -4.935 0.05 -0.13 0.07
H 21.781 11.076 -0.632 -0.25 0.15 -0.29
C 12.933 22.588 -11.040 0.47 -0.42 -1.84
C 12.269 21.532 -12.028 -0.03 0.86 1.16
O 10.944 21.216 -11.726 -1.52 -0.64 1.10
O 12.309 23.841 -11.083 -0.79 0.34 -0.34
H 13.903 22.718 -11.518 0.36 0.12 0.36
H 13.063 22.418 -9.971 0.04 -1.35 -0.12
H 12.900 20.644 -12.075 0.11 0.01 -0.23
H 12.015 21.954 -13.000 1.66 0.56 -0.26
H 10.858 20.427 -11.186 0.15 0.02 0.19
H 11.426 23.626 -10.774 -0.45 0.50 -0.01
C 5.677 11.524 -10.968 0.11 0.67 0.51
C 5.056 10.957 -9.656 0.97 -1.42 -2.32
O 6.017 10.078 -9.076 0.39 0.40 0.93
O 4.689 12.039 -11.840 -0.25 -0.07 -0.04
H 6.247 10.769 -11.509 -0.41 -0.38 0.11
H 6.422 12.301 -10.796 0.09 0.14 0.48
H 4.350 10.217 -10.033 -1.28 0.93 0.15
H 4.651 11.713 -8.982 0.17 -0.27 0.10
H 5.898 9.268 -9.576 0.37 -0.13 0.26
H 4.358 12.839 -11.425 -0.14 0.13 -0.16
C 12.829 19.418 -5.430 -1.15 -1.12 0.31
C 12.819 18.638 -4.101 0.92 0.55 -0.73
O 12.607 17.282 -4.332 -0.98 -1.20 -0.10
O 11.626 19.118 -6.250 1.67 1.08 1.19
H 13.738 19.096 -5.938 -0.03 0.29 -0.45
H 12.885 20.467 -5.137 -0.27 0.16 -0.71
H 12.107 19.070 -3.399 -0.18 -0.40 0.00
H 13.829 18.662 -3.693 0.08 0.95 0.40
H 13.452 16.873 -4.530 -0.01 -0.11 -0.03
H 11.681 18.178 -6.434 -0.01 -0.23 0.09
C 11.333 10.076 -5.198 -0.88 1.25 0.80
C 10.322 11.154 -4.656 0.17 -2.33 -1.10
O 9.088 10.395 -4.399 0.80 1.17 0.59
O 11.647 9.156 -4.177 0.49 0.13 0.30
H 12.224 10.619 -5.512 0.19 -0.46 -0.22
H 10.852 9.496 -5.986 0.13 0.42 -0.60
H 10.170 11.938 -5.398 -0.13 0.07 0.07
H 10.748 11.565 -3.740 -0.52 -0.07 0.14
H 8.742 10.140 -5.257 -0.03 0.01 -0.12
H 10.848 9.073 -3.650 -0.22 -0.19 0.11
C 25.243 16.371 -16.645 1.02 -1.39 -0.39
C 25.554 17.448 -17.646 -0.43 1.44 -0.19
O 26.784 17.303 -18.366 -0.46 -0.72 0.68
O 25.321 15.064 -17.238 0.21 0.01 0.29
H 24.308 16.557 -16.118 -0.22 0.13 -0.30
H 26.012 16.333 -15.873 0.13 0.15 0.00
H 25.552 18.390 -17.097 0.35 0.24 0.41
H 24.675 17.606 -18.270 0.06 -0.50 -0.75
H 26.867 17.944 -19.075 -0.37 0.10 0.14
H 24.507 14.704 -17.597 -0.30 0.50 0.09
C 17.134 8.408 -16.866 0.82 -2.06 -0.57
C 18.490 7.546 -16.528 -2.89 1.28 -1.49
O 19.472 7.918 -17.467 0.81 0.05 0.88
O 16.670 8.167 -18.260 0.84 -0.06 1.35
H 17.259 9.489 -16.793 0.27 -0.18 0.53
H 16.368 7.989 -16.213 -0.08 0.47 0.27
H 18.283 6.477 -16.582 -0.36 -0.16 -0.45
H 18.688 7.671 -15.463 0.84 0.82 -0.23
H 19.042 8.066 -18.312 -0.23 -0.11 -0.03
H 15.715 8.249 -18.196 -0.02 -0.02 -0.26
```
Positions in Å, forces in eV/Å.

Its net charge is -1. As for the frontier orbital gap: 9.19 eV.

***

# C31H34BCl2CrN10O5

A structure of composition C31H34BCl2CrN10O5 in a non-equilibrium geometry (ωB97M-V with the def2-TZVPD basis set, the OMol25 dataset).

Structure (XYZ):
```
84
Properties=species:S:1:pos:R:3:forces:R:3
Cr 0.516 0.794 0.575 0.28 -0.64 0.95
C 0.055 4.262 -0.129 -0.03 -0.01 0.05
C -1.150 3.389 -0.020 0.02 -0.05 -0.04
C -2.487 3.807 -0.009 -0.02 0.05 -0.05
C -3.237 2.653 0.073 -0.03 -0.06 0.02
C -4.721 2.492 0.112 0.02 0.01 -0.01
N -2.388 1.614 0.119 0.11 -0.03 -0.18
N -1.103 2.062 0.060 -0.18 -0.13 0.03
B -2.725 0.117 -0.045 0.07 0.10 -0.01
N -2.337 -0.324 -1.477 -0.11 0.02 0.01
N -1.292 0.239 -2.131 -0.05 0.01 0.09
C -1.279 -0.272 -3.342 -0.03 -0.06 -0.08
C -0.216 0.121 -4.318 -0.05 0.01 0.05
C -2.351 -1.175 -3.512 0.08 0.00 -0.06
C -3.008 -1.170 -2.304 0.06 -0.01 0.08
C -4.251 -1.913 -1.935 0.06 0.03 0.00
N -2.053 -0.625 1.168 0.06 -0.02 -0.04
N -0.879 -0.216 1.730 -0.11 -0.04 -0.11
C -0.733 -0.850 2.888 -0.01 0.09 0.07
C 0.422 -0.638 3.806 0.03 0.00 -0.04
C -1.833 -1.687 3.093 0.01 -0.05 0.00
C -2.644 -1.512 1.990 -0.07 0.01 0.04
C -3.969 -2.145 1.731 0.01 0.01 0.02
H -0.257 5.280 -0.362 -0.01 0.00 0.01
H 0.611 4.268 0.806 0.02 -0.01 0.01
H 0.719 3.909 -0.915 -0.01 0.03 -0.02
H -2.852 4.820 -0.051 0.02 -0.01 0.00
H -5.188 3.473 0.192 0.00 0.00 -0.01
H -5.095 2.003 -0.789 0.01 0.00 0.00
H -5.029 1.889 0.966 -0.01 0.01 0.00
H -3.909 -0.051 0.067 0.02 0.03 0.08
H 0.464 0.829 -3.843 -0.03 0.02 -0.01
H 0.363 -0.747 -4.641 0.00 -0.02 -0.01
H -0.643 0.590 -5.207 0.03 0.00 -0.01
H -2.610 -1.746 -4.389 -0.01 0.00 0.02
H -4.596 -2.479 -2.799 -0.01 0.01 0.00
H -4.083 -2.619 -1.122 0.02 -0.02 -0.06
H -5.049 -1.236 -1.624 0.01 0.00 0.02
H 0.618 0.425 3.947 -0.01 -0.01 -0.01
H 0.199 -1.089 4.773 0.01 0.01 0.01
H 1.327 -1.087 3.402 0.01 -0.01 -0.01
H -2.014 -2.328 3.941 0.00 0.01 -0.01
H -4.181 -2.858 2.527 -0.01 0.00 0.01
H -4.770 -1.405 1.702 0.01 0.00 -0.02
H -3.980 -2.680 0.783 0.00 -0.01 0.06
Cl 5.603 3.644 4.985 -0.05 -0.01 -0.03
C 4.168 3.156 4.094 0.01 0.03 0.03
C 3.019 3.926 4.207 0.00 0.02 0.02
C 1.897 3.526 3.476 -0.03 0.00 -0.04
Cl 0.443 4.488 3.623 0.03 -0.02 -0.01
C 1.870 2.406 2.650 -0.02 0.08 -0.10
O 0.789 2.115 1.960 -0.15 -0.16 -0.02
C 3.060 1.597 2.602 -0.02 -0.07 -0.02
C 3.086 0.386 1.900 0.01 0.02 0.00
O 2.093 -0.184 1.276 -0.28 0.19 0.03
C 4.208 2.022 3.324 0.03 -0.03 -0.03
H 2.984 4.807 4.830 0.01 -0.01 0.00
H 4.026 -0.173 1.903 0.00 -0.01 -0.02
H 5.108 1.423 3.278 0.01 0.02 0.00
N 3.357 0.224 -3.461 -0.26 -0.10 0.26
C 4.045 1.305 -3.092 -0.26 -0.05 -0.08
N 5.151 1.655 -3.808 0.01 -0.10 0.02
N 3.696 2.126 -2.126 0.19 0.20 0.12
C 2.659 1.855 -1.387 -0.07 -0.01 -0.03
N 1.752 1.695 -0.693 0.43 0.10 -0.53
H 3.753 -0.405 -4.138 -0.06 -0.01 0.01
H 2.623 -0.167 -2.840 0.52 -0.06 -0.05
H 5.659 0.927 -4.279 -0.01 0.02 -0.03
H 5.710 2.374 -3.379 -0.01 0.00 0.01
O 2.748 -4.023 -2.082 -0.04 0.04 0.01
C 1.680 -4.310 -1.311 0.01 0.03 0.00
C 1.350 -5.649 -1.100 -0.01 -0.01 -0.01
C 0.270 -5.979 -0.302 0.00 0.02 0.00
C -0.500 -4.986 0.298 0.03 -0.01 -0.02
C -0.175 -3.658 0.080 -0.01 -0.06 -0.01
C 0.904 -3.300 -0.722 -0.03 -0.01 0.05
C 1.219 -1.843 -0.925 0.17 -0.25 -0.14
O 2.254 -1.558 -1.597 -0.14 0.22 -0.21
O 0.413 -1.038 -0.421 -0.20 0.67 -0.02
H 2.801 -3.028 -2.057 0.02 0.02 0.02
H 1.960 -6.410 -1.569 0.00 0.00 0.01
H 0.028 -7.023 -0.143 0.00 0.00 0.00
H -1.339 -5.247 0.931 0.00 0.00 0.00
H -0.752 -2.860 0.530 0.00 0.01 0.00
```
Positions in Å, forces in eV/Å.

Its multiplicity is 5. Its net charge is -1. As for the frontier orbital gap (alpha / beta): 4.74 / 7.15 eV.

***

- Which value of net charge does entry 2 give?
  -1